Record 1
{"formula": "C6H13N2", "method": "the ωB97M-V functional and the def2-TZVPD basis", "symbols": ["C", "C", "C", "C", "C", "C", "N", "N", "H", "H", "H", "H", "H", "H", "H", "H", "H", "H", "H", "H", "H"], "coordinates": [[3.15777, 0.04347, -0.47552], [-1.99804, 0.24439, -0.72718], [-0.67276, -1.44240, 0.67632], [-0.76290, 1.00167, 1.25825], [0.51577, 0.07324, -0.79063], [-0.74923, -0.01962, 0.09573], [2.46871, 0.74069, 0.62789], [1.77437, 0.25701, -0.29514], [3.41275, 0.41982, -1.47696], [3.45394, -0.91627, -0.25581], [-2.20787, 1.33873, -1.02886], [-2.18294, -0.46674, -1.64157], [-2.96481, 0.04702, -0.17836], [0.36071, -1.63882, 1.06381], [-1.45889, -1.53329, 1.41772], [-0.87981, -2.24528, -0.14217], [0.00173, 0.85391, 1.97446], [-1.59778, 1.14462, 1.82269], [-0.65980, 2.12253, 1.03986], [0.29078, 0.81963, -1.59478], [0.69830, -0.84431, -1.36975]], "forces_ev_per_a": [[-0.558, 0.200, -2.682], [-2.723, -0.239, -1.981], [-0.173, -1.106, -1.451], [2.490, 2.293, -1.734], [-2.903, -0.252, -2.391], [0.010, 0.388, 1.199], [-1.782, 0.248, -1.640], [2.375, 1.877, 3.942], [1.066, 0.824, 1.038], [1.019, -2.040, 0.533], [1.025, -1.609, 0.188], [0.893, 1.423, 1.375], [1.299, -0.074, 0.162], [-1.057, 0.067, 0.124], [0.240, -0.328, 0.371], [0.350, 1.407, 1.304], [1.062, -0.568, 0.717], [-3.030, -0.951, 1.282], [0.380, -1.434, -0.854], [0.745, -0.044, 0.518], [-0.730, -0.082, -0.021]], "smiles": "CC(C)(C)C[N+]1=NC1", "relative_energy_kj_mol": 525.42, "total_energy_ha": -345.49589, "charge": 1}

=====

Record 2
{"formula": "C16H45BF4NO7", "method": "the ωB97M-V functional and the def2-TZVPD basis", "symbols": ["B", "F", "F", "F", "F", "C", "C", "N", "H", "H", "H", "C", "C", "O", "H", "H", "H", "H", "H", "H", "C", "C", "O", "H", "H", "H", "H", "H", "H", "C", "C", "O", "H", "H", "H", "H", "H", "H", "C", "C", "O", "H", "H", "H", "H", "H", "H", "C", "C", "O", "H", "H", "H", "H", "H", "H", "C", "C", "O", "H", "H", "H", "H", "H", "H", "C", "C", "O", "H", "H", "H", "H", "H", "H"], "coordinates": [[-0.87597, 0.47020, -0.35745], [0.22263, 1.25039, -0.26506], [-0.45493, -0.90756, -0.18377], [-1.66907, 0.74336, 0.68914], [-1.48565, 0.60612, -1.61194], [-3.31802, 1.23347, 3.29053], [-3.59736, 1.66010, 4.75190], [-3.82515, 2.04505, 5.80440], [-4.00474, 0.30565, 3.13839], [-3.58609, 2.03962, 2.42752], [-2.25765, 0.95776, 3.17524], [3.93401, 3.12423, -1.27993], [2.60497, 3.84773, -1.04919], [2.21488, 4.67046, -2.17330], [4.49356, 3.97174, -1.63572], [3.87659, 2.33180, -2.17133], [4.33800, 2.65309, -0.41026], [2.72835, 4.64565, -0.11747], [1.77708, 2.97508, -0.71014], [2.80285, 5.32107, -2.38106], [2.46091, 0.62047, -4.64133], [1.33328, 0.65277, -3.56355], [0.29054, 1.38254, -4.02360], [2.85127, 1.60958, -5.00469], [2.18646, -0.07147, -5.29404], [3.25651, 0.29248, -4.14417], [2.01960, 1.04297, -2.66674], [1.11872, -0.29299, -3.38300], [-0.34780, 1.42801, -3.31499], [-1.71775, -3.82646, -4.15925], [-0.97434, -2.87189, -3.07612], [-1.86644, -2.45861, -2.18531], [-2.60586, -3.36942, -4.50362], [-1.80038, -4.81792, -3.69426], [-1.17649, -3.93766, -5.00031], [-0.67022, -2.14982, -3.63173], [-0.10849, -3.50374, -2.61816], [-1.73123, -1.68958, -1.75866], [-2.69465, -2.37127, 1.77650], [-3.40327, -3.27699, 2.74548], [-3.75404, -2.53605, 3.82654], [-1.68394, -1.91147, 2.16178], [-3.32378, -1.57102, 1.36199], [-2.49052, -3.02353, 0.92895], [-2.72164, -4.00621, 3.01202], [-4.29723, -3.64154, 2.41162], [-4.59983, -2.31075, 3.79579], [-0.22993, 5.34030, 1.18990], [-0.70176, 3.96122, 1.49893], [-1.80426, 3.57613, 0.71558], [-0.07020, 5.45442, -0.03685], [0.67847, 5.67967, 1.53289], [-0.84572, 6.02853, 1.60234], [-0.98078, 4.11215, 2.44836], [0.10685, 3.32137, 1.11761], [-1.77016, 2.66250, 0.41782], [1.27160, -5.26018, 0.45492], [0.13935, -4.25546, 0.43486], [0.60023, -3.02233, 1.03171], [1.56827, -5.46827, 1.47921], [2.16020, -4.78188, 0.17396], [1.13567, -6.22944, 0.00412], [-0.68413, -4.80717, 0.80902], [-0.30446, -4.07451, -0.51020], [0.22208, -2.24877, 0.67357], [3.05255, 0.18357, 3.15037], [2.00646, 0.28502, 2.05860], [2.58368, 0.62482, 0.88195], [2.51674, -0.45864, 4.01759], [3.42399, 1.18909, 3.53007], [3.76874, -0.40205, 2.62432], [1.14619, 0.88452, 2.17439], [1.62127, -0.59394, 1.97894], [1.92138, 0.96392, 0.25840]], "forces_ev_per_a": [[0.429, -2.210, -0.707], [1.644, 1.465, -0.420], [-0.192, 0.309, -0.602], [-1.935, 0.645, 1.299], [-0.113, -0.026, 0.054], [-1.829, 0.149, -0.250], [0.544, -0.038, -3.080], [-0.118, 0.019, 0.644], [1.474, 1.547, 0.038], [0.595, -1.675, 2.543], [-0.584, 0.021, 0.068], [-1.199, -0.407, -2.709], [-1.231, -0.026, 2.787], [-3.273, -4.177, 1.203], [1.349, -0.097, -0.129], [-0.044, 1.706, 1.947], [0.197, -0.164, 0.563], [-0.301, -2.311, -1.905], [1.665, 3.011, -1.390], [2.821, 2.502, -0.374], [-1.861, 4.250, 1.686], [5.777, 4.323, -0.177], [-1.118, 1.074, -0.126], [-1.207, -0.757, -0.097], [-0.886, -2.482, -3.761], [3.520, -1.894, 2.043], [-2.350, -0.191, -0.951], [-1.290, -4.502, 1.188], [-0.665, 0.115, 0.323], [0.378, 0.351, 4.389], [-0.307, -6.873, 0.204], [-3.563, -3.937, 0.139], [-1.393, 0.286, 0.261], [-0.698, 0.265, -0.261], [2.478, -0.382, -2.792], [2.810, 4.931, -3.289], [-1.086, 1.167, -0.722], [1.396, 4.160, 2.040], [1.448, 0.350, -0.939], [1.399, 2.689, -0.934], [4.884, 0.035, 3.701], [-2.108, -1.056, -0.567], [0.098, -0.059, 0.405], [0.572, 0.218, -0.430], [1.136, -1.925, 0.770], [-1.969, -1.693, -1.862], [-5.517, 1.481, -0.156], [0.401, -0.760, -6.082], [1.985, -0.571, -4.466], [-1.375, 0.921, -0.354], [-0.864, -0.003, 3.077], [2.594, -0.280, 1.223], [-2.621, 2.409, 0.555], [-0.690, -1.199, 4.174], [0.107, -0.396, 1.602], [0.378, -0.008, 0.404], [0.128, 0.368, 1.188], [0.969, 0.478, -0.253], [0.552, -3.236, 1.242], [-0.570, -0.159, 0.604], [1.351, 0.557, -1.394], [-0.343, -0.069, -0.582], [-1.283, 0.161, 2.042], [0.414, 0.520, -1.627], [-1.102, 1.210, -1.100], [-2.325, 0.348, 2.080], [1.170, 3.744, 1.498], [1.873, 1.180, -2.719], [1.630, 1.535, -1.695], [-0.269, -1.427, -0.456], [1.248, -0.432, 0.316], [-0.934, 1.380, 1.131], [-2.357, -6.062, -0.452], [0.156, -0.394, 0.378]], "relative_energy_kj_mol": 145.57, "total_energy_ha": -1642.36596, "charge": -1}

=====

Calculated F_max in order - 4.971 7.217 eV Å⁻¹
Calculated orbital gap in order - 0.335 0.362 Eh
Calculated lowest unoccupied orbital energy in order - -6.31 2.72 eV